DFT (ωB97M-V with the def2-TZVPD basis set) results for a structure of composition C53H49ClInN3O6P2S in a non-equilibrium geometry.

The geometry in XYZ format:
```
116
Properties=species:S:1:pos:R:3
In -24.1784 4.1958 8.5815
N -23.0950 5.6715 5.2186
P -23.5405 6.8729 6.4073
C -23.9391 8.3743 5.4870
C -23.5979 9.5967 6.1162
C -23.9750 10.8023 5.5552
C -24.6545 10.8344 4.3263
C -24.9505 9.6197 3.6960
C -24.5926 8.3927 4.2478
C -21.8757 7.3351 6.8661
C -20.9880 7.6996 5.8465
C -19.6805 8.0534 6.1749
C -19.2447 8.0532 7.5004
C -20.1467 7.6822 8.4948
C -21.4518 7.3326 8.1880
P -24.1446 4.2974 4.8840
C -24.8202 4.6338 3.2565
C -24.2330 4.1662 2.0669
C -24.8756 4.3398 0.8509
C -26.1032 5.0012 0.7600
C -26.6865 5.4714 1.9359
C -26.0683 5.2876 3.1767
C -22.8681 3.0948 4.4570
C -21.6252 3.4399 3.9056
C -20.7250 2.4294 3.5757
C -21.0561 1.0829 3.7765
C -22.3173 0.7510 4.2713
C -23.2346 1.7521 4.5695
H -22.1095 5.4505 5.3147
H -23.0704 9.5898 7.0624
H -23.7800 11.7212 6.1097
H -24.9762 11.7937 3.9183
H -25.5048 9.6208 2.7665
H -24.7606 7.4657 3.7088
H -21.3373 7.7606 4.8216
H -19.0107 8.3874 5.3797
H -18.2156 8.3418 7.7268
H -19.8426 7.6706 9.5389
H -22.1460 7.0488 8.9659
H -23.2823 3.6452 2.0921
H -24.4198 3.9267 -0.0403
H -26.5954 5.1470 -0.1955
H -27.6297 5.9881 1.9141
H -26.5327 5.6765 4.0727
H -21.3756 4.4687 3.6707
H -19.7448 2.6857 3.1715
H -20.3467 0.2882 3.5328
H -22.5915 -0.2891 4.4430
H -24.2152 1.5137 4.9436
C -16.8257 3.3376 13.7762
C -18.1282 3.4083 13.0019
C -18.5864 4.6017 12.4141
C -19.7380 4.6485 11.6406
C -20.4531 3.4551 11.4781
C -20.0716 2.2439 12.0788
C -18.8948 2.2436 12.8299
S -21.8788 3.4242 10.4741
O -22.1808 2.0286 10.1632
O -22.9659 4.2186 11.0532
N -21.6369 4.3050 9.0502
C -20.6085 3.9532 8.2069
C -19.5729 2.9583 8.4934
C -18.5237 2.8022 7.6121
C -18.4730 3.5980 6.4436
C -19.4925 4.5044 6.2100
N -20.5579 4.6163 7.0022
H -16.4544 4.3376 13.9581
H -16.0572 2.7684 13.2362
H -16.9796 2.8295 14.7230
H -18.0308 5.5194 12.5817
H -20.0864 5.5718 11.1965
H -20.7011 1.3684 11.9723
H -18.5780 1.3159 13.2921
H -19.6918 2.3343 9.3691
H -17.7323 2.0669 7.7997
H -17.6301 3.5323 5.7613
H -19.4761 5.1391 5.3230
C -22.2365 0.7031 7.5497
O -22.9701 1.9309 7.3466
H -21.1826 0.8819 7.2781
H -22.6380 -0.0765 6.8833
H -22.3156 0.3671 8.5811
H -23.8870 1.6953 7.0746
C -24.4472 6.5629 8.9966
C -25.1289 7.7605 8.8551
C -24.7556 8.9755 9.5791
C -25.2600 10.2051 9.2285
C -26.2286 10.3187 8.2121
C -26.6737 9.1714 7.5148
C -26.1395 7.9367 7.8153
H -24.0584 8.8380 10.4039
H -24.9279 11.0909 9.7663
H -26.6066 11.3042 7.9472
H -27.4274 9.2761 6.7280
H -26.4311 7.0448 7.2825
C -31.1496 0.7755 8.0662
C -30.0018 -0.0589 8.6308
C -30.1801 -0.8727 9.7691
C -29.1178 -1.6336 10.2662
Cl -29.3918 -2.6557 11.6023
C -27.8533 -1.5637 9.6791
C -27.6142 -0.7475 8.5704
C -28.6937 -0.0197 8.0359
O -28.5055 0.6954 6.8759
C -27.9387 2.0305 7.0173
C -26.5041 2.0454 7.6736
O -25.6206 1.5301 6.9464
O -26.4322 2.5676 8.8083
H -32.0990 0.2532 8.2104
H -31.0140 0.9433 6.9996
H -31.2467 1.7322 8.5693
H -31.1408 -0.9249 10.2516
H -27.0450 -2.1457 10.1119
H -26.6492 -0.6740 8.0825
H -28.6048 2.6409 7.6372
H -27.8943 2.4338 5.9984
```

Values from the calculation:
LUMO energy (spin up / spin down): 3.7 / 3.7 eV
Relative energy (zero: lowest compared OMol25 entry of this formula, charge and spin): 0.0 kcal per mole
Calculated total energy: -119617.322 eV
Max |F|: 4.52 eV Å⁻¹
Net charge: -2
Orbital gap (spin up / spin down): 4.079 / 3.982 eV

***

DFT (ωB97M-V with the def2-TZVPD basis set) results for a structure of composition C53H50AsN6O4S2W in a non-equilibrium geometry.

The geometry in XYZ format:
```
117
Properties=species:S:1:pos:R:3
W -0.0916 -1.0668 0.1170
C 1.9866 2.8389 -0.7605
C 0.4949 2.6429 -0.4773
C 0.1600 3.0230 0.9362
C 0.3034 4.3802 1.2772
C 0.1367 4.8212 2.5645
C -0.1002 3.8991 3.5583
C -0.3200 2.5656 3.2675
C -0.3666 1.5849 4.4537
C -1.6264 1.6277 5.3376
C -0.2464 2.1228 1.9124
N -0.6219 0.7360 1.5763
C -1.7400 0.3687 2.1534
C -2.1378 -0.9668 2.2181
C -3.0987 -1.6560 2.9824
C -2.9203 -2.9990 2.6827
C -1.9000 -3.1078 1.7446
N -1.4058 -1.8800 1.4691
H 2.3037 2.4386 -1.7179
H 2.5868 2.3468 -0.0160
H 2.2326 3.9084 -0.7261
H 0.2075 1.5776 -0.7196
H -0.0494 3.2218 -1.2204
H 0.5392 5.0723 0.4603
H 0.3024 5.8759 2.7650
H -0.1178 4.2167 4.6083
H 0.4999 1.8231 5.0825
H -0.2008 0.5740 4.0853
H -1.9858 2.6423 5.5031
H -1.4846 1.1255 6.2863
H -2.4858 1.1396 4.8616
H -2.2155 1.0613 2.8410
H -3.7946 -1.2659 3.7271
H -3.3888 -3.8730 3.1267
H -1.6426 -4.0375 1.2917
S 1.7487 -1.1834 1.4258
C 3.0483 -0.3422 0.4673
N 4.0425 0.3132 0.9819
N 4.2458 0.2737 2.2858
C 5.1354 1.1968 2.8839
C 5.1946 1.1895 4.2724
C 6.0814 1.9901 4.9597
C 6.9630 2.7859 4.2590
C 6.9226 2.8525 2.8710
C 5.9739 2.0585 2.1705
N 2.8421 -0.1857 -0.8383
N 1.6664 -0.4646 -1.3191
C 1.7205 -0.3219 -2.7405
C 0.6561 -0.7515 -3.5020
C 0.6671 -0.6452 -4.8758
C 1.7629 -0.1200 -5.5376
C 2.8449 0.2936 -4.7763
C 2.8494 0.1852 -3.4051
H 3.5488 -0.1960 2.8884
H 4.4972 0.5955 4.8443
H 6.0913 2.0005 6.0354
H 7.7019 3.3712 4.7952
H 7.5950 3.5018 2.3069
H 5.9417 2.0650 1.0952
H -0.1658 -1.2675 -3.0171
H -0.1588 -0.9884 -5.4627
H 1.7801 -0.0477 -6.6136
H 3.7553 0.6599 -5.2626
H 3.7270 0.4662 -2.8246
O -1.4299 -0.2753 -1.2497
As -3.0138 0.2173 -1.5952
C -3.2435 2.0867 -1.1036
C -2.6265 3.1165 -1.8151
C -2.7302 4.4497 -1.4012
C -3.4061 4.7923 -0.2432
C -4.0721 3.7887 0.4599
C -3.9928 2.4650 0.0446
C -3.1995 0.0233 -3.4845
C -3.6444 1.0783 -4.2705
C -3.8535 0.9448 -5.6338
C -3.6202 -0.2612 -6.2340
C -3.1066 -1.3146 -5.4760
C -2.9136 -1.2003 -4.1181
C -4.3036 -1.0058 -0.7801
C -5.5637 -0.6807 -0.2737
C -6.4319 -1.6906 0.1599
C -6.0532 -3.0237 0.1572
C -4.7657 -3.3517 -0.2847
C -3.9129 -2.3634 -0.7582
H -2.0380 2.9210 -2.6814
H -2.2333 5.2174 -1.9937
H -3.4802 5.8225 0.0607
H -4.6889 3.9985 1.3418
H -4.4788 1.6838 0.6100
H -3.8538 2.0525 -3.8507
H -4.1660 1.8250 -6.1745
H -3.8170 -0.3851 -7.3072
H -2.8399 -2.2446 -5.9778
H -2.5396 -2.0389 -3.5746
H -5.9391 0.3435 -0.2703
H -7.4206 -1.3961 0.5035
H -6.7490 -3.7729 0.5030
H -4.4346 -4.3872 -0.2830
H -2.9437 -2.6776 -1.1130
C 5.5366 -4.6579 0.6931
C 4.1900 -4.6682 0.0503
C 3.1331 -5.2946 0.7217
C 1.8295 -5.1643 0.2659
C 1.5855 -4.4968 -0.9317
C 2.6617 -4.0276 -1.7093
C 3.9543 -4.0796 -1.2031
S -0.0273 -4.0929 -1.4138
O -1.0076 -4.7942 -0.6419
O -0.1121 -4.0904 -2.8407
O -0.0651 -2.6657 -0.9878
H 5.5319 -5.2574 1.5862
H 5.8992 -3.6678 0.9277
H 6.2947 -5.1049 0.0448
H 3.3404 -5.8285 1.6420
H 0.9867 -5.5658 0.7865
H 2.4753 -3.6794 -2.7117
H 4.8077 -3.6882 -1.7903
```

Values from the calculation:
LUMO energy (spin up / spin down): -3.7 / -3.7 eV
Relative energy (zero: lowest compared OMol25 entry of this formula, charge and spin): 0.0 kcal per mole
Calculated total energy: -157232.025 eV
Max |F|: 2.67 eV Å⁻¹
Spin multiplicity: 3
Net charge: +1
Orbital gap (spin up / spin down): 6.245 / 6.343 eV